# 1
C4H7NO | ωB97M-V/def2-TZVPD

CARTESIAN COORDINATES (ANGSTROEM)
O  1.20  1.12  -1.52
C  0.11  0.64  -0.83
C  -0.56  -1.12  -0.64
N  -1.26  -0.69  0.43
C  -0.29  -0.31  1.42
C  0.12  0.84  0.59
H  1.99  0.98  -0.98
H  -0.76  0.87  -1.43
H  0.36  -1.71  -0.49
H  -1.12  -1.38  -1.53
H  0.49  -1.06  1.64
H  -0.76  0.01  2.36
H  0.48  1.79  1.00

Calculated values
E_HOMO, hartree: -0.312
Gap between HOMO and LUMO, Ha: 0.311
Net charge: 0
LUMO, eV: -0.05

# 2
CH8N2O | ωB97M-V/def2-TZVPD

CARTESIAN COORDINATES (ANGSTROEM)
N  2.11  0.55  -0.85
H  1.70  0.87  0.01
H  3.07  0.51  -0.69
H  -0.11  -1.14  1.99
H  1.56  -0.18  -1.19
N  -1.88  0.06  -1.36
C  -1.64  -0.08  -0.01
O  -1.31  0.82  0.75
H  -1.21  0.79  -1.76
H  0.21  -0.73  2.55
H  -0.32  -0.52  0.11
H  -2.19  -0.96  0.45

Calculated values
E_HOMO, hartree: -0.356
Gap between HOMO and LUMO, Ha: 0.253
Net charge: 0
LUMO, eV: -2.79

# 3
C3H10N2O2 | ωB97M-V/def2-TZVPD

CARTESIAN COORDINATES (ANGSTROEM)
C  1.72  1.00  1.68
C  0.23  0.93  1.28
O  -0.64  1.50  1.89
N  -0.05  0.04  0.26
C  -1.21  -0.82  0.31
N  -1.95  -0.87  -0.95
H  1.99  0.66  2.68
H  1.89  2.09  1.70
H  2.17  0.38  0.90
H  0.54  -0.16  -0.53
H  -1.85  -0.57  1.15
H  -0.83  -1.86  0.41
H  -2.19  -1.78  -1.28
H  -2.77  -0.28  -0.93
O  0.94  0.06  -2.56
H  0.64  -0.82  -2.71
H  1.38  0.51  -3.29

Calculated values
E_HOMO, hartree: -0.335
Gap between HOMO and LUMO, Ha: 0.360
Net charge: 0
SMILES: CC(=O)NCN.O
LUMO, eV: 0.67

# 4
C20H34GeO5Re | ωB97M-V/def2-TZVPD

CARTESIAN COORDINATES (ANGSTROEM)
Re  -0.13  0.06  0.21
C  0.76  2.68  2.17
C  0.35  1.54  3.08
C  -0.74  1.92  4.04
C  1.51  0.82  3.72
O  -0.31  0.45  2.12
Ge  -1.68  -0.83  2.71
O  -1.70  0.72  -0.28
C  -2.74  1.59  -1.07
C  -2.76  0.99  -2.46
C  -4.01  1.36  -0.29
C  -2.22  3.00  -1.01
O  -1.19  -1.49  1.05
C  -1.52  -2.91  0.54
C  -2.32  -3.55  1.66
C  -2.33  -2.73  -0.72
C  -0.18  -3.57  0.31
H  1.18  3.47  2.80
H  1.53  2.39  1.46
H  -0.10  3.10  1.65
H  -0.37  2.74  4.67
H  -1.63  2.29  3.53
H  -1.01  1.11  4.72
H  2.02  1.51  4.39
H  1.18  -0.03  4.33
H  2.23  0.47  2.99
H  -3.02  -0.07  -2.44
H  -3.54  1.51  -3.03
H  -1.82  1.14  -2.98
H  -4.33  0.32  -0.32
H  -3.92  1.70  0.74
H  -4.80  1.96  -0.75
H  -1.20  3.07  -1.39
H  -2.84  3.62  -1.66
H  -2.27  3.41  -0.01
H  -3.25  -3.01  1.85
H  -2.60  -4.56  1.36
H  -1.74  -3.65  2.58
H  -3.26  -2.20  -0.53
H  -1.76  -2.20  -1.49
H  -2.58  -3.71  -1.12
H  0.42  -3.61  1.22
H  -0.35  -4.60  -0.02
H  0.38  -3.07  -0.48
C  0.78  -1.02  -3.90
C  1.10  -0.54  -2.54
O  0.11  -0.44  -1.73
C  2.42  -0.19  -2.13
C  3.49  -0.19  -3.05
C  4.76  0.15  -2.64
C  5.00  0.47  -1.31
C  3.98  0.48  -0.36
C  2.71  0.16  -0.79
O  1.69  0.14  0.13
H  -0.26  -1.36  -3.95
H  1.45  -1.83  -4.20
H  0.92  -0.21  -4.61
H  3.32  -0.44  -4.09
H  5.58  0.16  -3.35
H  6.01  0.73  -0.99
H  4.17  0.72  0.67

Calculated values
Spin multiplicity: 3
E_HOMO (spin up / spin down), hartree: -0.677 / -0.681
⟨S²⟩: 2.015
Gap between HOMO and LUMO (spin up / spin down), Ha: 0.251 / 0.240
Net charge: +3
LUMO (spin up / spin down), eV: -11.60 / -11.99

# 5
C21H20FN5O3S | ωB97M-V/def2-TZVPD

CARTESIAN COORDINATES (ANGSTROEM)
O  -3.13  -1.94  0.57
S  -2.19  -1.79  -0.51
O  -2.58  -2.18  -1.83
N  -1.56  -0.25  -0.55
C  -2.23  0.81  -0.29
N  -1.61  2.01  -0.18
C  -0.26  2.33  -0.24
C  0.74  1.40  -0.45
C  2.06  1.90  -0.47
N  3.14  1.13  -0.70
C  4.48  1.67  -0.54
C  5.10  1.11  0.75
O  5.10  -0.30  0.74
C  3.79  -0.82  0.60
C  3.15  -0.32  -0.70
N  2.29  3.21  -0.29
C  1.25  3.99  -0.10
N  -0.02  3.64  -0.06
C  -3.69  0.85  -0.10
C  -4.52  0.15  -0.96
C  -5.89  0.15  -0.77
C  -6.41  0.85  0.30
F  -7.74  0.86  0.50
C  -5.61  1.55  1.18
C  -4.24  1.55  0.97
C  -0.65  -2.61  -0.09
C  -0.34  -2.83  1.23
C  0.87  -3.44  1.55
C  1.74  -3.81  0.54
C  1.42  -3.58  -0.79
C  0.21  -2.97  -1.11
H  -2.19  2.83  -0.03
H  0.49  0.37  -0.59
H  5.08  1.35  -1.40
H  4.42  2.75  -0.50
H  4.52  1.48  1.61
H  6.14  1.41  0.84
H  3.89  -1.90  0.58
H  3.17  -0.52  1.45
H  2.14  -0.72  -0.80
H  3.75  -0.65  -1.55
H  1.46  5.04  0.04
H  -4.09  -0.41  -1.78
H  -6.55  -0.39  -1.43
H  -6.05  2.08  2.01
H  -3.60  2.08  1.67
H  -1.05  -2.54  1.99
H  1.12  -3.62  2.58
H  2.67  -4.29  0.79
H  2.10  -3.87  -1.57
H  -0.08  -2.79  -2.13

Calculated values
E_HOMO, hartree: -0.312
Gap between HOMO and LUMO, Ha: 0.316
Net charge: 0
SMILES: O=S(=O)(/N=C(/Nc1cc(N2CCOCC2)ncn1)c1ccc(F)cc1)c1ccccc1
LUMO, eV: 0.11

# 6
CsF16K2N8O32S16 | ωB97M-V/def2-TZVPD

CARTESIAN COORDINATES (ANGSTROEM)
K  -1.67  -1.85  -2.46
K  4.12  -1.50  -1.23
Cs  -0.80  5.04  -0.09
N  4.24  -1.50  4.05
S  3.96  0.04  3.32
O  3.82  1.16  4.20
O  3.36  -0.10  2.03
F  5.48  0.24  2.87
S  2.77  -1.65  4.44
O  1.75  -1.81  3.47
O  2.33  -0.99  5.65
F  2.85  -3.21  4.95
N  -2.19  -5.59  0.34
S  -0.52  -5.00  0.06
O  0.42  -4.88  1.16
O  -0.42  -4.12  -1.06
F  0.16  -6.35  -0.61
S  -2.47  -4.90  1.58
O  -2.83  -3.49  1.32
O  -1.81  -5.31  2.76
F  -3.92  -5.50  1.79
N  4.88  -3.64  0.61
S  3.48  -4.65  0.71
O  3.40  -5.62  1.83
O  2.92  -4.99  -0.61
F  2.47  -3.47  1.16
S  5.68  -4.64  -0.20
O  5.78  -4.35  -1.61
O  5.79  -5.97  0.42
F  7.16  -4.04  0.15
N  -5.82  1.48  -2.38
S  -4.67  1.56  -1.40
O  -4.92  1.05  -0.06
O  -3.56  2.47  -1.52
F  -3.95  0.27  -2.04
S  -6.36  2.95  -1.87
O  -5.74  4.06  -2.64
O  -6.83  3.13  -0.54
F  -7.75  2.82  -2.59
N  -0.85  -0.55  -0.28
S  0.36  -0.65  0.66
O  0.34  0.23  1.79
O  1.56  -1.22  0.06
F  -0.15  -2.00  1.39
S  -0.26  0.94  -0.74
O  0.98  1.03  -1.53
O  -0.79  2.08  -0.07
F  -1.21  0.99  -1.96
N  -3.93  1.98  -5.65
S  -3.79  1.52  -7.09
O  -3.43  0.14  -7.35
O  -3.31  2.64  -7.96
F  -5.35  1.68  -7.45
S  -2.29  1.60  -5.30
O  -1.32  2.28  -6.09
O  -1.88  0.28  -4.76
F  -2.27  2.57  -4.01
N  -1.26  4.37  4.70
S  -0.63  3.20  3.95
O  -1.40  2.24  3.17
O  0.64  2.79  4.66
F  -0.04  4.17  2.81
S  -2.17  3.38  5.63
O  -1.48  2.58  6.63
O  -3.29  2.74  5.00
F  -2.85  4.49  6.57
N  3.98  3.72  -1.61
S  3.69  2.54  -0.48
O  4.18  1.20  -0.64
O  2.57  2.72  0.46
F  4.96  2.96  0.50
S  2.74  3.40  -2.38
O  1.45  3.77  -1.84
O  2.95  2.34  -3.37
F  2.94  4.72  -3.39

Calculated values
E_HOMO, hartree: 0.036
Gap between HOMO and LUMO, Ha: 0.206
Net charge: -5
LUMO, eV: 6.59

Please write out number 2 again, unchanged.
CH8N2O | ωB97M-V/def2-TZVPD

CARTESIAN COORDINATES (ANGSTROEM)
N  2.11  0.55  -0.85
H  1.70  0.87  0.01
H  3.07  0.51  -0.69
H  -0.11  -1.14  1.99
H  1.56  -0.18  -1.19
N  -1.88  0.06  -1.36
C  -1.64  -0.08  -0.01
O  -1.31  0.82  0.75
H  -1.21  0.79  -1.76
H  0.21  -0.73  2.55
H  -0.32  -0.52  0.11
H  -2.19  -0.96  0.45

Calculated values
E_HOMO, hartree: -0.356
Gap between HOMO and LUMO, Ha: 0.253
Net charge: 0
LUMO, eV: -2.79